ORCA calculation (the ωB97M-V functional and the def2-TZVPD basis) on a cluster of 3 separate species, C4H11NO in total at a distorted geometry.

The energy relative to the best compared isomer or geometry (same formula, charge and spin) is 389.6 kJ/mol. The HOMO-LUMO gap is 9.04 eV. As for the HOMO energy: -8.49 eV.

CARTESIAN COORDINATES (ANGSTROEM)
H: -1.56273 -1.44046 0.81429
N: -1.49677 -0.47507 0.49954
C: -0.95267 0.29961 1.37664
O: -0.76117 -0.12331 2.65354
H: -1.02511 1.37366 1.22069
H: -0.34625 0.56444 3.18615
C: 1.46019 0.40050 0.77309
C: 1.59550 0.08709 -0.53364
H: 1.63838 -0.34748 1.53154
H: 1.53743 1.43018 1.09741
H: 1.66502 0.85129 -1.29225
H: 1.78526 -0.92751 -0.84143
C: -0.60818 -0.34126 -2.12247
H: -0.97393 -0.41885 -0.86085
H: 0.20013 -0.86388 -2.61808
H: -0.61410 0.70757 -2.40317
H: -1.54101 -0.77651 -2.48098